# 1
DFT (ωB97M-V with the def2-TZVPD basis set) results for a structure of composition C41H66GeN4NiOP3S.

The geometry in ORCA input format:
```
! wB97M-V def2-TZVPD RIJCOSX def2/J DEFGRID3
* xyz 2 2
C 1.476 -1.366 -2.093
C 2.541 1.181 -3.165
H 2.099 2.394 4.624
C -1.339 -3.633 0.849
H -0.406 1.674 3.807
C 0.032 -3.967 2.776
C 4.871 2.449 0.287
H 1.059 0.009 -5.381
H -0.657 -0.198 -5.678
N 0.123 -1.857 1.491
C -1.641 -3.263 -1.530
C -3.306 -0.847 0.295
C -5.556 -2.510 0.473
C -2.837 3.679 -1.705
H -6.416 -3.157 0.566
H 3.908 -0.531 -3.074
N 0.369 -1.989 -1.397
H -3.176 3.944 1.249
Ge -0.527 -1.018 -0.036
C -2.282 1.328 0.569
C -0.988 3.934 1.010
C 2.723 2.354 3.733
P 1.082 0.433 2.400
C 0.239 4.090 1.896
C -1.789 -4.938 0.925
C -1.455 3.029 -1.666
H 3.656 -0.987 3.356
C 0.131 -0.338 -4.936
N -2.109 -0.097 0.316
H 5.204 -0.014 1.689
H 0.973 -3.456 -3.672
H 2.917 -0.337 4.815
C 2.202 2.316 -4.136
H 4.420 0.338 4.227
C -0.464 -5.256 2.886
H 1.695 -1.852 -3.039
C -0.017 -3.589 -3.260
H -1.926 0.209 -2.201
H -2.396 1.508 1.643
H 3.022 -0.411 -4.594
C -0.398 -2.945 -2.085
H 1.233 0.806 5.498
H -4.200 -4.123 0.161
H 5.063 2.381 1.356
H -2.310 5.119 2.229
C -0.391 4.000 -2.190
P -0.921 2.391 -0.023
H 1.530 3.054 -3.704
H -0.411 0.338 5.888
C -1.651 -0.073 -3.218
H 1.757 1.952 -5.060
H -3.643 2.976 -1.493
H -1.291 -1.237 3.838
H -1.472 2.153 -2.312
H -2.222 0.208 4.212
Ni 0.868 0.939 -0.028
H 3.125 2.831 -4.405
H -2.405 0.352 -3.883
C -2.547 -4.053 -2.210
C -0.907 -4.430 -3.914
C 3.457 -0.070 3.911
H -0.594 -4.921 -4.825
H -3.194 1.695 0.099
C -0.154 0.609 3.782
C -0.265 0.413 -3.659
C 3.496 0.167 -3.802
H 5.753 2.813 -0.239
H -3.538 -4.220 -1.819
C -2.269 4.104 1.831
C -2.184 -4.632 -3.419
H 3.300 1.095 2.138
H 1.377 -1.851 3.181
H 1.166 3.968 1.331
H -2.454 -5.329 0.169
H -2.912 4.515 -1.009
H -6.648 -0.702 0.827
C 1.272 -1.374 2.208
H 0.208 -1.409 -4.751
H -0.954 4.730 0.263
H 0.755 -3.628 3.503
C 0.391 0.212 5.159
C -5.680 -1.140 0.625
H -2.887 -5.259 -3.947
C -3.203 -2.226 0.099
S 4.421 0.856 -0.398
H -4.707 0.739 0.751
H -1.810 -0.192 2.537
C -4.306 -3.053 0.221
H -0.523 4.998 -1.772
H -2.286 3.424 2.684
O 2.971 0.616 0.021
H 6.446 -0.029 0.394
H 2.388 -1.400 -1.492
C 5.398 -0.213 0.637
H 3.738 2.605 4.045
H 0.674 -0.841 5.179
N -1.846 -2.703 -0.189
C -1.355 -5.761 1.951
H 5.144 -1.240 0.379
C -4.570 -0.312 0.557
P 1.060 0.393 -2.363
C -0.382 -3.133 1.733
H 3.068 1.644 -2.330
H -3.021 4.079 -2.704
H 2.213 -1.546 1.667
H -1.704 -6.781 2.014
H 0.253 5.079 2.356
C -1.445 -0.193 3.559
H 2.388 3.137 3.057
C 2.735 0.979 3.059
H -0.472 4.100 -3.273
H 4.030 3.112 0.090
H -0.127 -5.880 3.702
H -0.338 1.478 -3.903
H 0.231 3.356 2.701
H -1.727 -1.157 -3.300
H 4.333 0.706 -4.250
H 0.627 3.675 -1.954
*
```

expectation value of S²	0.794
LUMO (spin up / spin down)	-6.07 / -5.84	eV
highest occupied orbital energy (spin up / spin down)	-12.2 / -12.2	eV
relative energy (zero: lowest compared OMol25 entry of this formula, charge and spin)	0.0	kJ/mol

# 2
DFT (ωB97M-V with the def2-TZVPD basis set) results for a structure of composition C41H67NNbO18.

The geometry in ORCA input format:
```
! wB97M-V def2-TZVPD RIJCOSX def2/J DEFGRID3
* xyz -1 1
H -0.769 -0.565 -4.501
C 3.347 -0.026 3.649
C 4.812 -7.268 -5.002
O 3.887 0.322 2.356
H -0.221 3.529 3.732
H 3.523 -1.090 3.822
O 1.344 1.644 -2.769
C 4.414 -2.388 -4.692
H -6.630 1.717 1.120
C 1.865 2.984 -2.840
C -3.803 -0.435 5.964
C -2.341 -0.657 -2.970
H -3.772 1.363 -0.195
C 4.820 -4.315 5.150
H -1.104 4.966 6.119
C 2.892 0.333 1.433
C 4.571 -1.768 -6.062
H 7.169 -3.518 3.788
H 6.904 -4.806 2.614
O 1.869 -0.337 -3.721
C -1.473 -0.540 5.563
H -2.238 6.591 8.045
H 0.787 0.710 1.719
H -2.204 1.586 -5.395
H 4.568 -4.133 2.317
O -3.832 3.807 7.298
H -1.572 5.007 8.438
H 3.931 2.643 -2.359
Nb -3.811 2.463 1.269
H -3.608 0.391 3.945
C -7.216 2.893 -5.206
O 4.405 -3.398 4.239
H -1.916 3.050 3.781
C -2.474 0.046 6.535
H 6.959 -7.285 -6.846
H -7.032 2.008 -5.813
C 1.561 0.048 2.099
C -1.024 3.068 3.128
H 3.721 3.711 -3.746
O 5.035 -0.692 -6.314
H -4.043 -1.422 6.371
H 1.292 -0.995 1.918
H -8.296 3.040 -5.116
H 4.372 -8.823 -7.352
H 5.317 -2.258 -4.100
C 6.442 -4.250 3.429
C 3.281 1.587 -4.114
H -5.655 0.498 2.054
C -2.977 3.907 6.243
O 3.090 0.514 0.265
H -1.722 4.846 2.135
C 3.320 2.832 -3.244
N -1.919 3.197 0.759
O -5.676 5.961 -5.201
H 3.059 1.822 -5.156
O -2.942 3.120 5.349
H 1.257 -0.271 4.261
H -3.898 3.611 2.711
C 1.869 0.309 3.571
H -0.686 2.064 2.851
C -1.489 0.074 -3.993
H 5.347 -2.563 2.592
C -3.484 -0.548 4.485
O 4.377 -6.784 -4.002
H -3.810 4.664 9.181
O -0.285 -0.644 5.726
H 1.716 1.367 3.794
H -3.015 1.168 2.302
H 6.753 -5.255 5.336
H -7.121 4.750 -3.037
C 6.023 -8.170 -5.121
C 6.309 -8.133 -6.618
H -5.361 4.422 -2.965
C 3.487 -3.757 -6.383
O 4.304 -4.464 6.216
C -2.143 5.164 6.368
H -4.501 5.665 7.889
C 5.976 -5.120 4.589
C 2.114 0.821 -3.526
H -2.394 1.131 6.506
C -1.215 3.918 1.836
H 3.558 -1.929 -4.193
C 4.927 -7.894 -7.202
H -6.357 3.164 5.152
C 5.159 -3.545 3.022
H -1.882 -0.658 -1.985
C -6.267 2.080 3.195
H -4.720 3.714 0.272
H -0.193 4.139 1.475
C -6.481 2.617 4.250
H -5.575 2.297 -3.951
O 4.235 -7.102 -6.222
H 5.751 -9.171 -4.781
H -0.938 0.874 -3.500
H -4.642 0.227 6.174
H 1.756 3.463 -1.870
O -6.651 4.045 -5.857
H 5.600 -6.086 4.250
O -2.086 -0.907 4.428
C -2.539 0.661 -4.927
H 2.408 -3.606 -6.302
H -1.949 3.750 -0.093
H 1.284 3.542 -3.578
C -3.616 0.154 -2.967
C -3.702 4.962 8.139
H 6.853 -7.784 -4.536
H -2.555 5.926 5.705
C 4.158 -3.853 -5.025
H 4.963 -7.351 -8.144
C -6.272 4.287 -3.543
C -6.134 4.889 -4.926
H 6.788 -9.033 -7.000
H 3.857 0.546 4.423
C -2.322 5.525 7.838
O 4.064 -2.596 -7.010
C -6.527 2.819 -3.856
H -2.300 -0.323 7.544
H -7.116 2.305 -3.099
O -3.678 0.933 -4.093
H -4.077 -1.316 3.993
H 3.559 -4.377 -4.285
H 3.674 -4.633 -6.999
H 4.199 1.010 -4.042
H 5.110 -4.381 -5.118
H -2.839 -0.042 -5.710
H -2.573 -1.676 -3.285
O -4.468 0.109 -2.140
C -5.858 1.565 1.876
*
```

LUMO	1.51	eV
highest occupied orbital energy	-4.4	eV

# 3
DFT (ωB97M-V with the def2-TZVPD basis set) results for a cluster of 7 separate species, C41H68F5I2N8O4S in total.

The geometry in ORCA input format:
```
! wB97M-V def2-TZVPD RIJCOSX def2/J DEFGRID3
* xyz 1 1
H 0.280 -0.790 -2.764
C 0.923 -1.300 -4.747
C -0.141 4.474 6.360
H -2.508 3.399 -2.321
H 1.984 -1.158 -4.526
N -0.645 -4.381 -5.511
N 4.232 -9.243 -6.007
O -0.919 2.222 -0.114
H 2.001 2.816 7.279
O -3.269 6.173 0.257
I -5.434 0.834 3.005
C 0.438 3.972 4.947
H 3.627 -12.247 -3.214
H -2.590 1.065 -0.569
H -1.838 -2.104 -2.775
H 4.077 -2.303 2.546
H 2.378 -5.075 -5.943
H 0.856 6.280 -4.932
H -3.697 3.712 0.623
H -5.898 4.064 -0.460
C 1.515 5.696 -4.285
H -2.993 2.442 2.176
C -2.709 4.075 -1.410
C 1.084 5.832 -2.829
F 0.970 4.963 7.082
N 1.955 2.459 -2.450
C 3.356 -9.936 -5.647
N -3.612 5.156 -1.881
H 0.831 -2.113 -5.472
C 2.803 -0.942 -0.403
C -4.895 4.653 -2.466
H 2.643 -6.809 -6.207
H -2.346 0.860 4.306
H 0.750 3.270 0.600
C -1.966 -0.645 -4.311
H 1.466 4.658 -4.625
C 4.458 -0.105 8.409
C -1.336 -1.869 -3.716
H -0.507 -1.167 4.767
H -1.475 -2.713 -4.398
H 3.795 -5.860 -5.256
H 3.954 -3.101 0.972
C 1.963 -6.320 -4.203
C 0.154 -1.619 -3.469
H 0.054 5.475 -2.729
H -5.481 -1.976 0.859
H -5.521 7.577 -0.431
C -1.000 -0.935 3.755
C 4.266 1.093 9.290
C -3.593 0.347 1.901
H 0.563 -0.380 -5.214
H 1.273 -11.380 -3.346
C 2.238 -10.823 -5.186
H -5.182 5.379 -3.305
H -4.023 8.451 -1.127
C -3.801 6.198 -0.891
H -4.235 2.619 -0.734
H -6.943 3.940 -1.953
C 3.512 -2.333 1.611
C 3.374 -11.218 -2.941
C 0.473 -6.566 -4.453
H 2.439 -11.848 -5.510
O -0.968 5.243 3.025
C 2.936 2.295 7.485
C -2.531 1.501 1.698
C -4.668 7.524 -1.200
H 3.204 -1.685 -1.098
C -3.497 -0.966 1.416
H 2.114 1.121 9.082
H -0.548 1.111 4.449
H 4.241 0.768 10.333
H -4.153 -3.088 1.422
N 0.976 -2.989 2.144
H -0.032 -6.805 -3.514
H 2.538 6.057 -4.427
H -0.179 -1.153 2.980
H 2.089 -5.495 -3.495
C 2.113 -10.755 -3.662
H -1.911 -1.589 3.608
C 2.091 -2.703 1.912
H 4.603 -0.696 0.740
H 5.116 1.768 9.166
H 3.021 5.435 -1.933
H 3.229 -11.180 -1.859
C -1.354 0.647 3.784
C -0.154 -5.340 -5.046
F 1.239 2.818 5.024
C 2.959 1.800 8.927
C -2.313 1.919 0.141
H 4.229 -10.580 -3.176
C 2.734 -5.998 -5.478
H -4.681 3.598 -2.860
O -2.200 3.631 4.324
N -1.224 1.291 2.425
C 1.994 5.068 -1.864
N -2.460 0.314 -4.774
C -4.647 -2.071 1.635
H 1.084 6.891 -2.555
I -1.767 -1.579 0.271
H 3.011 1.469 6.773
H -0.871 4.128 0.732
C -0.432 2.554 2.386
H 0.332 -7.406 -5.138
C 1.973 3.604 -2.193
C 3.560 -0.966 0.922
H 2.814 2.651 9.598
H 2.398 -7.211 -3.740
H -6.605 5.576 -1.208
H 1.653 5.207 -0.835
H 0.592 -2.508 -3.003
H 3.140 -0.202 1.584
H 2.888 0.042 -0.872
S -0.902 3.850 3.611
H 1.884 -9.730 -3.354
N 4.607 -1.040 7.717
H -5.014 -2.118 2.706
C -0.357 3.122 0.859
F 1.302 5.013 4.505
C -3.312 3.130 -0.272
C -6.125 4.570 -1.451
F -0.933 5.609 6.102
H 3.761 2.989 7.296
H -5.186 7.396 -2.211
H -0.693 0.603 1.840
H 0.654 2.254 2.628
H -1.712 4.555 -1.159
H 1.308 -10.495 -5.655
H 1.737 -1.142 -0.262
F -0.824 3.472 7.031
*
```

LUMO	-3.03	eV
highest occupied orbital energy	-11.4	eV
relative energy (zero: lowest compared OMol25 entry of this formula, charge and spin)	0.0	kJ/mol

What are the max |F| values for these records? In order: 1.16 2.48 7.59 eV/Å.
What are the calculated total energy values for these records? In order: -187845.9361 -83494.5474 -104341.1521 eV.